1.
Molecular formula: C50H95ClF4O15S12
Method: DFT, ωB97M-V/def2-TZVPD

Geometry (Å):
1 Cl 3.776 -4.628 -4.041
2 S -6.311 5.300 5.480
3 S -7.404 9.793 7.646
4 S -4.990 -0.496 3.327
5 S 1.749 1.566 -4.817
6 S -2.684 1.537 -0.184
7 S 0.614 1.344 3.130
8 S -5.836 1.417 -8.185
9 S -9.754 -1.315 3.043
10 S 9.032 -7.298 -1.975
11 S 1.819 2.980 5.983
12 S 9.403 -11.856 -1.337
13 S -5.292 4.250 -3.979
14 F -3.930 -2.740 -2.126
15 F -0.538 2.010 -1.539
16 F -1.995 3.583 -1.680
17 F -0.761 3.368 0.111
18 O -6.459 3.602 -4.632
19 O -4.613 1.240 -9.011
20 O 8.291 -0.034 -4.032
21 O -1.337 -3.708 -2.178
22 O -3.536 -0.746 3.152
23 O -7.203 5.816 6.552
24 O -3.608 1.388 -1.272
25 O -3.331 2.086 0.972
26 O 0.890 -3.790 1.992
27 O 2.930 3.082 5.004
28 O 2.994 1.254 -5.562
29 O -8.708 -0.369 3.515
30 O 8.616 -5.886 -1.728
31 O 8.802 -10.502 -1.472
32 O -6.335 10.716 8.111
33 C 0.794 -3.244 0.929
34 C 11.181 -11.668 -1.523
35 C -5.497 -0.994 4.975
36 C 7.280 -3.320 -0.716
37 C -0.511 -3.176 -1.498
38 C -11.262 -0.914 3.933
39 C 10.749 -7.429 -1.463
40 C -5.585 4.211 -2.208
41 C 1.564 4.630 6.650
42 C -0.253 -1.098 1.632
43 C -9.454 -2.882 3.867
44 C -5.151 1.263 3.618
45 C -5.494 6.026 -4.170
46 C -0.129 -2.091 0.685
47 C 3.012 2.029 1.901
48 C -2.331 -0.927 -2.184
49 C -7.332 4.347 4.351
50 C 1.567 -3.633 -0.271
51 C -1.733 0.079 0.147
52 C 7.633 -0.614 -5.136
53 C -0.792 -2.049 -0.540
54 C 8.048 1.169 -1.975
55 C -3.799 -1.364 -2.097
56 C -4.667 -0.787 -3.197
57 C 5.809 -3.539 -0.320
58 C -1.424 2.747 -0.846
59 C 2.515 2.277 7.483
60 C 9.351 -7.445 -3.736
61 C 0.397 1.526 -5.999
62 C 1.598 -3.929 -2.665
63 C 2.910 -3.974 -0.170
64 C -7.161 8.229 8.486
65 C -7.244 1.318 -9.299
66 C 5.107 -4.587 -1.218
67 C 1.718 3.345 -4.556
68 C -5.993 3.171 -7.845
69 C -6.002 6.664 4.352
70 C 9.438 -12.240 0.418
71 C 0.915 -3.602 -1.504
72 C 7.524 0.985 -3.397
73 C 3.629 -4.284 -1.333
74 C 1.646 1.390 1.639
75 C 7.660 -0.816 -0.386
76 C -1.048 0.006 1.366
77 C 7.452 -1.954 -1.392
78 C -1.057 1.116 2.429
79 C 2.946 -4.262 -2.553
80 C -1.622 -0.952 -0.831
81 C 7.147 0.528 -0.893
82 C -8.909 10.246 8.519
83 H 1.799 0.385 1.252
84 H 6.573 -0.780 -4.942
85 H -4.200 -1.037 -1.137
86 H -4.721 6.542 -3.601
87 H -12.024 -1.661 3.708
88 H 10.782 -7.321 -0.381
89 H 11.672 -12.617 -1.309
90 H -11.060 -0.885 5.003
91 H -6.529 -0.679 5.130
92 H 3.291 2.043 2.947
93 H -4.507 1.561 4.447
94 H -1.782 0.921 3.212
95 H 1.116 1.923 0.852
96 H 5.675 -3.827 0.720
97 H -5.933 3.734 -8.778
98 H 3.385 -3.968 0.797
99 H 11.381 -11.380 -2.553
100 H 0.295 -1.200 2.554
101 H -9.372 -2.721 4.942
102 H -7.305 0.297 -9.669
103 H -8.191 4.941 4.039
104 H 1.170 5.254 5.851
105 H -5.405 7.406 4.879
106 H 11.541 -10.892 -0.845
107 H -6.949 7.105 4.043
108 H -9.689 9.518 8.296
109 H -9.216 11.229 8.168
110 H 3.758 1.439 1.368
111 H 3.401 2.840 7.778
112 H -1.803 -1.566 -2.881
113 H -4.837 -0.544 5.718
114 H -0.519 1.868 -5.516
115 H -6.241 7.787 8.115
116 H 7.774 0.000 -6.031
117 H -11.599 0.063 3.595
118 H 8.319 -1.986 -2.048
119 H -5.387 6.263 -5.227
120 H -8.520 -3.286 3.482
121 H -5.449 6.298 3.486
122 H 8.220 2.223 -1.774
123 H 11.334 -6.637 -1.931
124 H 2.789 1.246 7.269
125 H -4.584 0.292 -3.224
126 H 6.561 -1.718 -1.976
127 H -1.307 2.069 1.986
128 H -2.282 0.081 -2.572
129 H 5.230 -5.576 -0.782
130 H 7.084 1.233 -0.064
131 H 3.065 3.020 1.464
132 H -5.541 3.172 -1.885
133 H 9.981 -13.172 0.574
134 H -6.570 4.625 -1.993
135 H 1.099 -3.892 -3.620
136 H -7.990 7.561 8.260
137 H -4.843 1.783 2.714
138 H -6.939 3.363 -7.341
139 H 7.612 1.898 -3.996
140 H 0.762 3.630 -4.117
141 H -8.155 1.563 -8.752
142 H 10.030 -6.653 -4.055
143 H 9.779 -8.425 -3.942
144 H 1.766 2.299 8.275
145 H 9.020 0.678 -1.944
146 H 5.280 -2.598 -0.475
147 H -5.712 -1.016 -3.011
148 H -4.808 4.782 -1.700
149 H 0.843 4.582 7.466
150 H -7.101 2.004 -10.133
151 H 8.400 -7.345 -4.255
152 H -4.350 -1.211 -4.147
153 H 5.557 -4.573 -2.202
154 H -10.269 -3.570 3.644
155 H -7.676 3.456 4.872
156 H 2.513 5.036 7.001
157 H 6.136 0.434 -1.291
158 H 6.475 0.681 -3.392
159 H 8.410 -12.356 0.753
160 H -6.192 1.500 3.841
161 H 2.524 3.595 -3.869
162 H 0.272 0.498 -6.330
163 H 1.871 3.857 -5.506
164 H 7.666 -4.144 -1.312
165 H 0.637 2.160 -6.853
166 H 8.101 -1.577 -5.332
167 H 7.167 -1.012 0.569
168 H -5.429 -2.079 5.034
169 H -6.485 6.321 -3.825
170 H -8.713 10.283 9.590
171 H -5.176 3.460 -7.189
172 H 9.913 -11.424 0.962
173 H -6.738 4.053 3.485
174 H 8.726 -0.715 -0.181
175 H 11.131 -8.409 -1.746
176 H 7.861 -3.299 0.209
177 H -7.082 8.398 9.561

Energy   -8728.31954 a.u.
Molecular weight   1432.54 g mol⁻¹
Gap between HOMO and LUMO   7.72 eV
HOMO energy   -8.337 eV
Net charge   0

***

2.
Molecular formula: C5H6Cl2O
Method: DFT, ωB97M-V/def2-TZVPD

Geometry (Å):
1 Cl 2.143 -1.911 -0.668
2 Cl 4.127 1.023 -0.637
3 O 4.178 -0.515 1.458
4 C 3.586 0.029 0.580
5 C 0.157 1.010 -0.901
6 C 1.768 -0.555 0.371
7 C 0.294 0.020 -0.036
8 C -0.805 -0.693 0.714
9 H -0.811 1.212 -1.376
10 H -1.647 -0.392 0.257
11 H 0.954 1.378 -1.389
12 H -0.932 -0.557 1.815
13 H -0.583 -1.714 0.740
14 H 1.650 -0.973 1.416

Energy   -1189.63921 a.u.
Energy above the lowest of the compared OMol25 structures with the same formula, charge and spin   55.22 kcal per mole
Molecular weight   153.01 g mol⁻¹
Gap between HOMO and LUMO   10.27 eV
HOMO energy   -9.670 eV
Net charge   0

***

3.
Molecular formula: C6H10N2O
Method: DFT, ωB97M-V/def2-TZVPD

Geometry (Å):
1 O -3.568 1.964 0.572
2 N -0.078 0.966 -0.313
3 N -3.275 -0.295 0.202
4 C 0.705 1.406 -1.376
5 C 1.060 1.153 0.559
6 C 1.690 -0.014 1.395
7 C 1.786 1.733 -0.627
8 C -2.920 -1.473 -0.532
9 C -3.316 0.900 0.179
10 H 0.724 2.067 1.119
11 H -3.637 -2.367 -0.206
12 H 1.088 -0.317 2.191
13 H 1.693 -0.838 0.717
14 H 0.370 1.309 -2.478
15 H 2.471 2.558 -0.770
16 H -0.748 0.264 -0.130
17 H -1.955 -1.858 -0.443
18 H 2.724 0.169 1.849
19 H -3.085 -1.200 -1.676

Energy   -419.24083 a.u.
Energy above the lowest of the compared OMol25 structures with the same formula, charge and spin   91.41 kcal per mole
Molecular weight   126.16 g mol⁻¹
Gap between HOMO and LUMO   8.53 eV
HOMO energy   -8.093 eV
Net charge   0

***

4.
Molecular formula: C6H13NO
Method: DFT, ωB97M-V/def2-TZVPD

Geometry (Å):
1 O 2.355 -2.141 0.854
2 N 0.438 0.348 1.864
3 C -0.165 2.751 -0.824
4 C 0.562 1.869 -0.034
5 C 0.088 0.623 0.494
6 C -1.264 -1.481 0.473
7 C -0.449 -0.393 -1.737
8 C -0.479 -0.389 -0.241
9 H -0.285 -0.189 2.327
10 H -0.540 0.585 -2.226
11 H 1.533 2.220 0.337
12 H 0.586 1.192 2.403
13 H 0.197 3.709 -1.186
14 H -0.658 -2.133 1.117
15 H 0.506 -0.802 -2.086
16 H -1.749 -2.126 -0.259
17 H -1.221 -1.010 -2.209
18 H -2.094 -1.070 1.077
19 H 1.547 -1.634 1.025
20 H -1.196 2.547 -1.118
21 H 2.287 -2.475 -0.049

Energy   -366.33394 a.u.
Energy above the lowest of the compared OMol25 structures with the same formula, charge and spin   24.78 kcal per mole
Molecular weight   115.18 g mol⁻¹
Multiplicity   2
Gap between HOMO and LUMO (alpha / beta)   3.59 / 6.52 eV
HOMO energy (alpha / beta)   0.368 / -2.714 eV
Net charge   -1

***

5.
Molecular formula: C5H9N4O2
Method: DFT, ωB97M-V/def2-TZVPD

Geometry (Å):
1 O -3.266 1.379 -0.049
2 O -3.842 -0.707 -0.116
3 N -1.143 -1.310 0.215
4 N -0.245 0.863 0.141
5 N 0.150 -1.322 0.058
6 N -3.027 0.214 0.008
7 C 0.974 -2.485 -0.107
8 C -0.350 2.286 0.126
9 C 2.108 0.412 -0.243
10 C -1.736 -0.235 0.261
11 C 0.660 -0.021 -0.039
12 H 0.281 -3.359 0.235
13 H 2.129 1.059 -0.998
14 H -0.694 2.520 1.145
15 H 1.413 -2.758 -1.107
16 H 2.717 -0.419 -0.417
17 H 0.638 2.553 0.128
18 H 2.353 0.984 0.685
19 H -1.011 2.764 -0.566
20 H 1.891 -2.418 0.641

Energy   -564.94741 a.u.
Energy above the lowest of the compared OMol25 structures with the same formula, charge and spin   157.46 kcal per mole
Molecular weight   157.15 g mol⁻¹
Gap between HOMO and LUMO   9.73 eV
HOMO energy   -15.013 eV
Net charge   +1

***

6.
Molecular formula: C4H12N2
Method: DFT, ωB97M-V/def2-TZVPD

Geometry (Å):
1 N 1.993 -1.352 1.118
2 N -0.737 0.030 0.011
3 C -0.855 1.082 -1.132
4 C 0.634 -0.854 1.816
5 C 0.266 0.452 0.973
6 C -1.357 0.783 -2.538
7 H -1.677 1.636 -0.635
8 H -0.558 0.038 -2.993
9 H -0.048 1.160 1.715
10 H 1.812 -2.361 0.888
11 H -0.122 -1.574 1.663
12 H 1.220 0.844 0.597
13 H 0.139 1.536 -1.179
14 H -1.428 1.684 -3.157
15 H 1.040 -0.575 2.735
16 H -0.805 -1.057 0.108
17 H -2.369 0.236 -2.445
18 H 1.885 -1.095 0.089

Energy   -269.00884 a.u.
Energy above the lowest of the compared OMol25 structures with the same formula, charge and spin   67.46 kcal per mole
Molecular weight   88.15 g mol⁻¹
Gap between HOMO and LUMO   9.49 eV
HOMO energy   -8.395 eV
SMILES string   CCNCCN
Net charge   0

***

7.
Molecular formula: C15H15N3OS
Method: DFT, ωB97M-V/def2-TZVPD

Geometry (Å):
1 S 1.879 0.289 -2.607
2 O -2.849 1.886 1.401
3 N -1.608 1.664 -0.452
4 N 0.541 1.047 1.397
5 N -0.220 -0.695 3.404
6 C 2.069 -1.287 3.897
7 C 1.432 0.395 2.117
8 C 1.064 -0.509 3.117
9 C 0.234 -3.044 -1.032
10 C -0.955 -2.548 -0.522
11 C -1.815 1.518 0.874
12 C -1.241 -1.195 -0.602
13 C -1.115 -0.024 2.701
14 C 0.826 -0.845 -1.750
15 C -0.569 1.695 -2.662
16 C -0.745 0.832 1.666
17 C 1.123 -2.194 -1.665
18 C -0.484 1.178 -1.217
19 C -0.338 -0.324 -1.189
20 C 0.532 1.106 -3.546
21 H -2.387 2.061 -0.961
22 H 0.436 1.587 -0.775
23 H -2.154 -0.173 2.958
24 H -1.661 -3.214 -0.051
25 H 2.470 0.596 1.885
26 H -2.166 -0.818 -0.191
27 H 1.025 1.871 -4.142
28 H 0.135 0.341 -4.213
29 H 2.631 -1.942 3.232
30 H 2.775 -0.615 4.382
31 H 1.562 -1.885 4.648
32 H -0.494 2.784 -2.639
33 H 2.043 -2.565 -2.091
34 H -1.543 1.428 -3.080
35 H 0.461 -4.096 -0.951

Energy   -1218.31972 a.u.
Energy above the lowest of the compared OMol25 structures with the same formula, charge and spin   12.48 kcal per mole
Molecular weight   285.37 g mol⁻¹
Gap between HOMO and LUMO   8.87 eV
HOMO energy   -8.547 eV
SMILES string   Cc1cnc(C(=O)N[C@@H]2CCSc3ccccc32)cn1
Net charge   0

***

8.
Molecular formula: C29H28N2O5
Method: DFT, ωB97M-V/def2-TZVPD

Geometry (Å):
1 O 2.937 0.592 -2.159
2 O 3.889 -4.120 -1.469
3 O 3.564 -3.195 1.962
4 O 1.316 -3.261 1.810
5 O -4.141 1.650 -2.374
6 N 2.764 -2.246 -1.853
7 N 1.820 0.418 -4.049
8 C -1.393 -0.787 -2.661
9 C 2.437 1.620 2.695
10 C 1.648 -1.425 -2.342
11 C -2.571 -0.073 -2.957
12 C -3.834 3.552 2.598
13 C 2.174 -0.068 -2.854
14 C -0.066 1.637 2.677
15 C -0.616 -0.443 -1.538
16 C 2.491 -2.619 2.001
17 C 3.654 0.945 2.577
18 C 2.473 -1.164 2.263
19 C -2.995 0.971 -2.106
20 C -4.761 1.788 3.973
21 C 3.672 -0.434 2.360
22 C 1.801 -4.413 -2.537
23 C 1.257 -0.467 2.403
24 C -0.233 2.862 2.009
25 C -2.577 2.932 2.635
26 C -1.168 1.083 3.348
27 C -2.233 1.299 -0.968
28 C 2.892 -3.571 -1.907
29 C -2.417 1.719 3.338
30 C 1.031 -0.217 -5.103
31 C -1.045 0.597 -0.692
32 C -4.923 2.981 3.263
33 C 1.222 0.923 2.609
34 C -1.477 3.500 1.983
35 C 0.642 -1.226 -1.195
36 C -3.513 1.159 4.009
37 H -5.605 1.346 4.493
38 H -3.399 0.228 4.556
39 H -4.602 1.299 -3.135
40 H -5.894 3.466 3.231
41 H 4.588 1.495 2.644
42 H -1.055 0.146 3.884
43 H 2.055 -5.465 -2.408
44 H 2.204 1.332 -4.242
45 H -0.031 -0.175 -4.859
46 H 1.739 -4.185 -3.598
47 H 0.332 -2.201 -0.819
48 H 1.582 -4.180 1.651
49 H -0.460 0.853 0.175
50 H 1.150 -1.942 -3.157
51 H 1.161 -0.718 -0.382
52 H 2.440 2.693 2.860
53 H 1.187 0.318 -6.042
54 H 4.629 -0.941 2.257
55 H -1.099 -1.614 -3.290
56 H -3.968 4.482 2.053
57 H 3.532 -1.753 -1.419
58 H 0.596 3.308 1.467
59 H -2.570 2.088 -0.312
60 H -1.586 4.435 1.443
61 H 1.342 -1.253 -5.245
62 H 0.852 -4.211 -2.046
63 H -3.163 -0.338 -3.818
64 H 0.322 -1.012 2.311

Energy   -1607.67690 a.u.
Energy above the lowest of the compared OMol25 structures with the same formula, charge and spin   0.00 kcal per mole
Molecular weight   484.55 g mol⁻¹
Gap between HOMO and LUMO   8.23 eV
HOMO energy   -8.120 eV
SMILES string   CNC(=O)[C@H](Cc1ccc(O)cc1)NC(C)=O.O=C(O)c1cccc(-c2ccc3ccccc3c2)c1
Net charge   0